No. 1
# H9O4S

A cluster of 5 separate species, H9O4S in total at a distorted geometry (wB97M-V/def2-TZVPD, OMol25).

The geometry in XYZ format:
```
14
H9O4S wB97M-V/def2-TZVPD
S -2.0555 0.0758 -1.6713
H -2.6946 0.9790 -0.9724
H 0.1960 1.9353 1.2050
H -0.6242 0.8271 0.5689
O -0.5601 1.3355 1.4123
H 1.2541 -1.0707 -1.9434
H -0.0168 -0.2227 -1.6919
O 0.9581 -0.3075 -1.4286
H 2.2394 0.0414 -0.0460
H 2.5674 1.1459 0.9193
O 2.9725 0.6488 0.1683
H -2.0152 -2.1787 0.7480
H -1.0261 -1.1522 1.5216
O -1.1949 -2.0572 1.2101
```

Calculated values
Total charge: -1
E_HOMO: -3.59 eV

No. 2
# C2H6S3

An isolated molecule of C2H6S3 at a distorted geometry (wB97M-V/def2-TZVPD, OMol25).

The geometry in XYZ format:
```
11
C2H6S3 wB97M-V/def2-TZVPD
C -0.9361 -0.9438 -0.2956
C 0.1957 0.1113 -0.2089
S 1.8224 -0.3351 -1.0466
S 0.4701 0.1785 1.5414
S -0.0760 1.8400 -1.0139
H -1.6605 -0.7864 0.4782
H -1.4570 -1.2135 -1.2489
H -0.3950 -1.8984 -0.0368
H 2.2316 -0.9783 0.0618
H 0.1401 1.5030 1.6439
H -0.3353 2.5228 0.1254
```

Calculated values
Total charge: 0
E_HOMO: -9.01 eV
Structure (SMILES): CC(S)(S)S

No. 3
# C38H34N3ReS8

A structure of composition C38H34N3ReS8 at a distorted geometry (wB97M-V/def2-TZVPD, OMol25).

The geometry in XYZ format:
```
84
C38H34N3ReS8 wB97M-V/def2-TZVPD
Re -0.7581 -1.2959 -1.7041
S -0.7514 -1.9832 0.5060
C 0.8365 -1.5406 1.1128
N 1.0542 -1.5001 2.4423
C 2.3096 -0.9459 2.9253
C 3.4401 -1.4100 2.0351
N 3.1386 -1.0697 0.6540
C 4.2376 -0.5369 -0.1416
C 4.6025 0.8552 0.3163
C 3.6321 1.8539 0.3307
C 3.9510 3.1309 0.7577
C 5.2440 3.4229 1.1740
C 6.2130 2.4349 1.1599
C 5.8916 1.1523 0.7348
C 1.8713 -1.2006 0.2135
S 1.5296 -1.0168 -1.4869
C 0.1058 -1.9485 3.4576
C 0.6356 -3.1581 4.1866
C 0.8568 -4.3419 3.4883
C 1.3605 -5.4527 4.1416
C 1.6460 -5.3909 5.4997
C 1.4253 -4.2170 6.1999
C 0.9232 -3.1018 5.5429
H 2.4668 -1.2901 3.9466
H 2.2501 0.1483 2.9225
H 3.5787 -2.4928 2.1261
H 4.3664 -0.9107 2.3172
H 3.9455 -0.5406 -1.1898
H 5.0903 -1.2113 -0.0351
H 2.6248 1.6280 -0.0010
H 3.1948 3.9036 0.7611
H 5.4933 4.4213 1.5065
H 7.2207 2.6583 1.4822
H 6.6516 0.3807 0.7246
H -0.8413 -2.1689 2.9714
H -0.0615 -1.1233 4.1552
H 0.6276 -4.3927 2.4301
H 1.5251 -6.3711 3.5952
H 2.0369 -6.2600 6.0099
H 1.6433 -4.1660 7.2576
H 0.7475 -2.1848 6.0924
S -4.8842 -2.4293 -7.5841
C -4.0071 -2.2527 -6.2362
S -4.6873 -1.8478 -4.6784
C -3.1600 -1.8320 -3.8281
C -2.0189 -2.0993 -4.5118
S -0.3824 -2.1040 -3.9035
S -2.2572 -2.4133 -6.2035
S -3.0819 -1.7716 -2.0919
C 0.0781 5.8844 -0.7384
C 0.0113 4.9500 -1.9536
C -0.3737 5.7572 -3.2013
C 1.3961 4.3404 -2.1689
C -1.0488 3.8803 -1.7300
C -2.3470 4.2482 -1.3399
C -3.3461 3.3201 -1.1582
C -3.0972 1.9562 -1.3510
S -4.5296 0.9504 -1.1302
C -4.2393 -0.7268 -1.3148
N -1.5410 0.2497 -1.9192
C -1.8041 1.5769 -1.7296
C -0.8028 2.5340 -1.9309
C -5.0846 -1.8511 -0.9519
C -6.2654 -2.1502 -0.2871
C -6.6014 -3.4984 -0.2050
C -5.8167 -4.5197 -0.7415
C -4.6190 -4.2398 -1.4114
C -4.3154 -2.9143 -1.4905
H 0.8705 6.6188 -0.8827
H 0.2917 5.3254 0.1738
H -0.8503 6.4334 -0.5890
H 0.3728 6.5282 -3.3934
H -1.3391 6.2472 -3.0743
H -0.4335 5.1119 -4.0780
H 2.1345 5.1371 -2.2513
H 1.4448 3.7546 -3.0864
H 1.6879 3.6996 -1.3350
H -2.5837 5.2908 -1.1836
H -4.3369 3.6449 -0.8656
H 0.1670 2.1657 -2.2325
H -6.9022 -1.3896 0.1399
H -7.5184 -3.7680 0.3003
H -6.1352 -5.5467 -0.6374
H -4.0004 -5.0178 -1.8332
```

Calculated values
Multiplicity: 2
Total charge: +1
E_HOMO (spin up / spin down): -8.72 / -8.76 eV

No. 4
# C22H49B2N3O4

A cluster of 3 separate species, C22H49B2N3O4 in total at a distorted geometry (wB97M-V/def2-TZVPD, OMol25).

The geometry in XYZ format:
```
80
C22H49B2N3O4 wB97M-V/def2-TZVPD
C 7.2185 -2.1254 2.3356
C 7.3719 -0.6664 1.9167
O 7.1944 -0.4636 0.5214
B 5.9695 -0.7831 -0.0173
B 4.5667 -0.0556 0.6405
O 4.5138 1.3435 0.6151
N 3.4502 -0.7282 1.2221
C 3.1814 -0.3979 2.6288
C 3.3653 -2.1626 0.9426
H 6.2392 -2.3032 2.7784
H 7.9617 -2.3765 3.0898
H 7.3609 -2.7839 1.4829
H 6.6830 -0.0372 2.4947
H 8.3756 -0.3180 2.1523
H 5.9570 -1.5529 -0.9445
H 5.2577 1.7188 1.0860
H 3.9310 0.2883 3.0249
H 3.1978 -1.3034 3.2322
H 2.2156 0.0955 2.7401
H 3.3126 -2.3293 -0.1313
H 4.1826 -2.7430 1.3809
H 2.4353 -2.5553 1.3569
C 0.5276 1.0514 -1.7838
C 1.2346 0.0383 -2.7216
C 0.9208 0.3404 -4.1901
C -0.5015 -0.0303 -4.6030
C -0.8053 -1.4857 -4.2504
C -0.5470 -1.8057 -2.7769
N 0.8332 -1.3676 -2.3967
O 1.7206 -2.2214 -2.7524
C -1.6056 -1.1248 -1.9019
C -0.6704 -3.3031 -2.5397
C 2.7289 0.1847 -2.4908
H -0.2243 1.6473 -2.3027
H 0.0409 0.5594 -0.9456
H 1.2566 1.7357 -1.3525
H 1.6221 -0.2159 -4.8199
H 1.1057 1.4018 -4.3688
H -1.2261 0.6354 -4.1263
H -0.6178 0.1142 -5.6787
H -1.8464 -1.7248 -4.4797
H -0.1856 -2.1415 -4.8700
H -1.3711 -1.2464 -0.8445
H -2.5792 -1.5836 -2.0802
H -1.7149 -0.0615 -2.0954
H -0.0240 -3.8754 -3.2003
H -1.7019 -3.6028 -2.7264
H -0.4188 -3.5562 -1.5091
H 2.9807 -0.0913 -1.4664
H 3.0154 1.2254 -2.6417
H 3.3195 -0.4267 -3.1696
C -4.2480 3.6269 1.8971
C -3.9967 2.4832 0.8833
C -5.3156 1.8354 0.4511
C -5.9514 0.9554 1.5235
C -4.9534 -0.0859 2.0242
C -3.6418 0.5303 2.5130
N -3.0866 1.4425 1.4602
O -2.4756 0.7865 0.5459
C -3.8761 1.2702 3.8382
C -2.6228 -0.5639 2.7943
C -3.3276 3.0981 -0.3388
H -5.2662 3.6249 2.2865
H -3.5651 3.5709 2.7410
H -4.0747 4.5937 1.4277
H -5.1293 1.2222 -0.4360
H -6.0045 2.6279 0.1506
H -6.3194 1.5631 2.3546
H -6.8245 0.4499 1.1078
H -5.3859 -0.6704 2.8392
H -4.7333 -0.7876 1.2136
H -2.9760 1.8047 4.1440
H -4.1122 0.5420 4.6138
H -4.6987 1.9800 3.8023
H -2.4737 -1.2118 1.9342
H -2.9833 -1.1743 3.6223
H -1.6588 -0.1375 3.0739
H -2.3513 3.5126 -0.0838
H -3.9608 3.9055 -0.7068
H -3.1954 2.3757 -1.1407
```

Calculated values
Multiplicity: 3
Total charge: 0
E_HOMO (spin up / spin down): -7.84 / -8.31 eV

No. 5
# H80O40

A cluster of 40 separate species, H80O40 in total at a distorted geometry (wB97M-V/def2-TZVPD, OMol25).

The geometry in XYZ format:
```
120
H80O40 wB97M-V/def2-TZVPD
H 5.4187 3.1947 0.2109
H 5.9155 3.1962 1.7822
O 5.8883 2.7730 0.9062
H -1.0082 3.4860 4.9690
H -2.1343 2.4328 4.8210
O -1.3569 2.8267 4.4059
H 3.4960 4.5221 1.1230
H 3.7255 5.5963 -0.1842
O 3.9284 4.6864 0.2000
H -2.9470 -4.0010 3.1279
H -1.4343 -4.1053 2.5906
O -2.1169 -3.5825 2.9319
H -1.4706 -3.6785 -3.5630
H -2.7018 -3.3692 -2.8293
O -1.7805 -3.0540 -2.9163
H -1.6310 3.1586 -0.8019
O -0.9495 2.6878 -0.3339
H 1.7795 5.2900 3.8875
O 1.8839 4.5071 4.4305
H 3.0787 -2.8763 -3.3133
H 2.0398 -4.1370 -4.0273
O 2.8855 -3.8610 -3.3957
H 0.7825 3.0737 2.0600
H 2.2210 2.5844 1.8094
O 1.6597 3.3148 2.1507
H -5.3616 -3.5230 0.6846
H -5.2149 -2.7874 -0.4674
O -5.9342 -3.1050 0.0551
H 2.3649 2.1246 5.7309
H 0.8070 2.0101 6.2031
O 1.4477 1.9188 5.5150
H -0.9071 2.4959 -4.4598
O -1.1137 1.7296 -4.9878
H 4.1129 4.4890 -3.7123
H 4.8614 4.2416 -2.3216
O 4.0971 4.5705 -2.7799
H 2.6802 2.9620 -1.3554
H 2.3909 1.5075 -1.0665
O 1.9859 2.3799 -1.1555
H 3.0319 -3.7756 -1.3029
H 2.6080 -3.3106 0.1139
O 3.0348 -3.0283 -0.6860
H -3.1549 0.3604 5.0610
H -3.9498 0.8830 3.8824
O -3.4773 1.1968 4.7455
H -0.5861 -0.7767 2.0952
H -0.3465 0.4108 1.0080
O -0.1511 -0.4644 1.2574
H -2.2692 0.6744 -0.3960
H -2.9667 0.9859 -1.8285
O -3.0061 0.4841 -0.9903
H 3.3807 0.8599 1.7840
O 3.3291 0.5784 2.7163
H -0.0196 -2.3191 6.3727
H -0.5642 -1.0183 5.7682
O -0.3722 -1.5065 6.5654
H 2.0166 -2.2314 3.8432
O 1.8640 -1.3147 3.6693
H -1.4833 6.2273 2.4559
H -1.2485 4.8639 2.5899
O -2.0046 5.4505 2.6206
H 0.0777 -5.2108 4.2205
H 0.2449 -5.1079 2.5952
O -0.0102 -5.7117 3.3385
H -0.3608 -3.1017 0.0381
H -0.2980 -1.9409 1.0180
O -0.3777 -2.9831 0.9589
H 1.7916 0.2553 -5.9667
H 2.0095 1.7552 -5.9840
O 2.4672 0.9194 -5.9264
H 3.8361 -1.4486 -4.9957
H 4.1756 -1.6667 -3.5751
O 4.4274 -2.0210 -4.4324
H 4.1547 -1.0826 0.9508
H 4.1852 -1.2290 -0.4693
O 4.3937 -0.4990 0.2440
H -5.0730 -0.6078 0.8984
H -6.4375 -0.8439 1.2714
O -5.5791 -0.5447 1.6789
H -3.5035 1.9823 -3.8471
H -3.9262 3.0722 -3.0208
O -3.1208 2.7732 -3.4116
H -2.6316 -5.8997 -0.7821
H -2.6920 -4.6030 0.0061
O -3.1370 -5.4714 -0.0189
H 4.9887 -2.8896 0.5452
H 6.0482 -3.0701 -0.7329
O 5.8473 -3.2949 0.1766
H -4.3834 -1.2330 -3.1591
O -4.6624 -2.1016 -3.6604
H 0.3043 3.3856 -2.3637
H -0.2740 4.2733 -3.6703
O -0.4259 3.8203 -2.8224
H 2.6241 1.1470 3.1726
H -0.2472 2.7651 -0.9072
H 2.5698 -0.9907 3.1257
H 1.2997 3.9589 3.8304
H -1.0024 1.7777 -5.9551
H -4.9018 -2.7750 -3.0162
O 0.3424 -3.3220 -4.7825
H 0.2062 -2.6871 -4.1204
H 0.6853 -2.7875 -5.4973
O -1.1065 -1.3514 -1.4526
H -2.0833 -1.4010 -1.8124
H -1.0988 -0.4223 -1.2689
O 0.7360 -0.2521 -2.6551
H 0.3345 -1.0960 -2.6136
H 1.5626 -0.2180 -3.1445
O -3.9597 3.1729 2.1205
H -3.8752 4.0512 2.4813
H -3.3520 3.0173 1.4226
O -3.0648 -2.1897 0.0691
H -2.6511 -2.3846 0.9302
H -2.9212 -1.2505 0.2077
O 0.0174 -0.9930 -5.2872
H 0.0624 -0.1867 -4.6438
H -0.8849 -1.0820 -5.5815
O -2.0557 -0.8123 3.2704
H -2.1495 -1.7633 3.3193
H -2.1984 -0.5092 2.4165
```

Calculated values
Total charge: 0
E_HOMO: -10.63 eV

No. 6
# C2H6O

A cluster of 2 separate species, C2H6O in total at a distorted geometry (wB97M-V/def2-TZVPD, OMol25).

The geometry in XYZ format:
```
9
C2H6O wB97M-V/def2-TZVPD
C -0.9498 0.8352 0.1097
O -1.9625 0.2001 0.1151
H 0.0258 0.3001 0.1813
H -0.9839 1.9332 0.2540
C 2.2987 -0.8939 -0.2248
H 3.3649 -1.1973 -0.3162
H 1.6585 -1.7444 -0.4107
H 2.0489 -0.0359 -0.8452
H 2.3900 -0.5529 0.8046
```

Calculated values
Total charge: 0
E_HOMO: -10.13 eV
Structure (SMILES): C=O.C